No. 1
# C7H11Cl2O4P

2 unconnected molecules or ions with the total composition C7H11Cl2O4P (ωB97M-V/def2-TZVPD, the OMol25 dataset).

Last column: Mulliken charge in e.
Cartesian coordinates (Å):
C 0.7808 -1.3843 0.1979  0.4485
H -2.1047 2.6086 0.3898  0.2994
O 2.6278 -0.8447 -1.8482  -0.7657
P 2.0962 -1.9602 -1.0280  0.7612
H 0.3750 2.8380 -2.2613  0.2604
C -2.6136 0.4596 -0.0544  -0.1603
H -3.1509 0.6438 -1.0684  0.3177
H 0.1098 0.8407 -0.7756  0.1151
O 2.9771 -2.9661 -0.4080  -0.7509
H 2.2037 -1.8640 1.6960  0.5523
Cl -3.8397 0.4865 1.2805  -0.2988
C -0.5268 1.7288 -0.7209  0.2052
C -1.6078 1.5381 0.3230  -0.5200
H -1.0933 1.2110 1.1564  0.2678
H 1.3970 0.7416 1.3102  -0.0526
H 0.4459 -2.2339 -2.4510  0.2858
C 0.8970 -0.0915 2.0956  -0.4207
O 1.0247 -2.8843 -2.0289  -0.6180
C 1.2071 -1.4711 1.5556  -0.6266
H -1.0111 3.8126 -1.3922  0.2823
O -0.3499 -1.3250 -0.2041  -0.6610
H -1.9338 -0.5573 -0.0739  0.2663
C -0.4237 2.8529 -1.4532  -0.9388
H 0.4452 -2.0715 2.0697  0.2032
Cl 2.0679 -0.1086 3.6932  -0.4518

For the LUMO energy, the calculation gives 5.0 eV. The spin multiplicity is 1. As for the net charge: -2.

No. 2
# C8H15N2S

A gas-phase ion, C8H15N2S (charge +1) (ωB97M-V/def2-TZVPD, the OMol25 dataset).

Last column: Mulliken charge in e.
Cartesian coordinates (Å):
H 0.0347 4.5250 -0.0068  0.3954
H -0.9944 -3.3594 0.1808  0.3876
H -2.9363 0.7930 1.0587  0.1386
H 1.3394 3.9012 1.7553  0.3972
C 1.0291 -2.6077 0.3000  -0.5749
S -3.4859 -0.3015 0.6524  0.0126
C -0.9720 0.2292 -0.7793  0.2451
H -1.3523 -1.8954 -1.6784  0.4051
H 1.5133 -1.6564 0.7207  0.2844
H -0.9598 3.1316 -1.7771  0.4541
H 2.7763 -3.3098 -0.8083  0.3433
N -2.0235 -0.4536 -0.3059  -0.0827
H 0.9205 -4.0340 -1.0757  0.2737
C -1.1615 -1.5033 -0.6689  0.0722
H 1.6132 -2.4060 -1.7289  0.2339
C 0.4928 3.5966 -0.0279  -0.4447
C 0.8790 3.0611 1.3313  -1.0915
H -0.0285 3.0711 1.9530  0.3066
H 1.4909 2.1501 1.3613  0.3144
H 1.3595 3.6952 -0.7475  0.3051
H 1.2397 -3.2213 1.1458  0.3912
N -0.7223 1.4622 -0.8136  -0.2334
C -0.5159 -2.3689 0.3607  -0.6811
C -0.4651 2.7813 -0.9079  -0.1848
C 1.6841 -3.1901 -0.9565  -0.9339
H -0.7552 -2.0904 1.4626  0.2664

For the LUMO energy, the calculation gives -4.4 eV. Its structure (SMILES) is CC/C=N/C1=[N+](S)[C@@H]1CCC. The spin multiplicity is 1. As for the net charge: +1.

No. 3
# C34H34F5N4O3

2 unconnected molecules or ions with the total composition C34H34F5N4O3 (ωB97M-V/def2-TZVPD, the OMol25 dataset).

Last column: Mulliken charge in e.
Cartesian coordinates (Å):
H -0.4433 1.2160 2.0759  0.4912
C -4.1124 -1.3132 1.7177  -0.8328
H -4.1904 2.7988 -1.8365  0.2518
F 7.6069 -4.5947 1.0199  -0.2727
C -2.5366 5.2183 -2.4679  -0.7266
H 4.2224 0.5396 0.6790  0.4134
N -4.1557 0.9300 -2.7455  0.3227
C -0.8783 -3.5059 -4.3904  -0.9274
N 2.6177 0.4987 3.3628  0.2862
H 1.5200 0.1087 5.0859  0.3162
C 4.3035 -3.1657 1.5736  0.2940
H 2.7564 3.1250 3.0327  0.3888
H -0.5266 -4.6660 -2.0217  0.4103
H 2.1992 -1.7128 0.9835  0.4537
C 3.3498 0.0975 1.1869  0.0213
H -3.3987 5.3562 0.8316  0.3844
C -4.5905 2.2906 -2.7197  -0.9962
N 2.2135 1.0295 1.2092  0.5369
H 0.2290 -0.3405 2.6027  0.4237
H -5.3387 0.2620 -4.4347  0.4966
H -1.1517 -4.5713 -4.3730  0.3455
C -1.5094 4.2864 -2.3891  -0.3739
H 0.3357 2.4072 -2.0720  0.3706
C 1.6396 1.4714 0.0759  0.2236
C -1.2772 -3.9625 -0.1078  -1.0107
C -1.8391 4.1214 0.0152  -0.3618
C 3.6670 -0.0592 2.6809  0.1703
H -0.7437 -4.7254 0.4626  0.4359
H -4.5198 -2.3066 1.9599  0.3510
H -5.6879 2.3330 -2.7195  0.3940
H -4.0906 -2.1150 -3.8758  0.4758
C 5.3352 -2.0502 -0.2556  0.1618
C -2.8790 5.0454 -0.0767  -0.6631
C -3.2313 0.3820 -1.8990  -0.6883
H -2.7788 5.6705 -3.4328  0.4075
H -4.8811 -0.5484 1.8347  0.2710
C 2.5192 0.4654 4.8028  -0.9454
C -1.1427 -3.9334 -1.4991  -0.6413
C -3.2407 5.5938 -1.3133  -0.4162
H 3.2791 -0.2063 5.2118  0.3735
H -2.2084 -3.1167 1.6597  0.4328
F 7.5096 -2.7088 -0.9686  -0.2779
H 2.1703 1.2207 -0.8536  0.5315
C 1.7221 2.7568 3.0020  -1.6222
C -4.0201 -1.1556 -3.4049  -0.3416
H -4.0560 6.3129 -1.3789  0.4148
H 1.2796 2.8321 4.0047  0.4768
H -4.2405 2.8219 -3.6145  0.3471
O -1.7660 -2.7341 -3.5616  -0.3576
O 4.6848 -0.5270 3.1709  -0.6719
N -3.2296 -0.9497 -2.2741  0.7297
C -1.8107 -2.9235 -2.2216  0.5726
H 2.6524 1.4706 5.2287  0.3096
C -2.5645 -1.9677 -1.5342  -0.0100
F 5.3585 -1.0386 -1.1682  -0.3439
H -0.0581 0.9762 3.7920  0.4895
C 3.0627 -1.2404 0.4959  -0.9387
O -3.7264 -1.2230 0.3263  -0.3331
C 6.4591 -2.8662 -0.1380  0.1499
H -1.0305 -3.0868 -5.3855  0.2647
H 1.1494 3.3933 2.3235  0.3315
C -2.0894 -3.0529 0.5760  -0.6487
H 0.0864 2.5866 1.0008  -0.6299
C -1.1466 3.6910 -1.1523  1.0019
H 2.8257 -1.0437 -0.5607  0.6074
H -1.5306 3.7456 0.9957  0.3129
F 5.4844 -4.8738 2.7442  -0.2783
F 3.2828 -3.2834 2.4635  -0.3611
C 6.5063 -3.8342 0.8659  0.6453
C -0.1032 2.7111 -1.1208  -0.7626
C 5.4255 -3.9749 1.7399  0.2115
C 4.2331 -2.1741 0.5906  -0.0200
C -4.6260 0.0101 -3.6832  -0.7430
C 0.2580 0.7453 2.7673  -1.7512
C 1.6843 1.2781 2.5672  0.2554
C -2.7779 -2.0652 -0.1551  0.8715
H -3.2573 -1.1005 2.3770  0.2525
H -0.9166 4.0211 -3.2706  0.3453
H 0.1654 -3.3781 -4.0682  0.3602
C 0.5082 2.2759 0.0477  0.5617

For the LUMO energy, the calculation gives -4.7 eV. The spin multiplicity is 1. As for the net charge: +1.

For the records above, the corresponding max |F| values read 0.086; 0.106; 0.043 Eh/bohr.